# 1
{"formula": "C27H27NO7", "method": "the ωB97M-V functional and the def2-TZVPD basis", "de_lowest_ev": 22.932, "spin_multiplicity": 1, "orbital_gap_ev": 8.51, "molar_mass_g_mol": 477.513, "elements": ["O", "C", "N", "C", "H", "C", "O", "C", "H", "C", "H", "H", "H", "H", "H", "H", "C", "C", "C", "C", "C", "O", "C", "C", "C", "C", "C", "C", "C", "O", "H", "H", "H", "H", "H", "C", "C", "O", "C", "C", "C", "C", "C", "C", "C", "H", "H", "C", "O", "H", "H", "H", "H", "H", "H", "H", "O", "H", "H", "H", "H", "H"], "coordinates": [[1.639, -1.057, -1.813], [1.939, -0.989, -0.686], [3.258, -0.827, -0.315], [4.282, -0.499, -1.501], [3.732, -0.187, -2.568], [5.366, 0.676, -1.048], [4.775, 1.669, -0.110], [4.440, 0.683, 1.108], [5.329, 0.718, 1.805], [3.903, -0.651, 0.862], [3.364, -1.021, 1.817], [4.954, -1.440, 0.931], [3.516, 1.343, 1.388], [6.239, 0.101, -0.437], [5.685, 1.104, -1.888], [4.916, -1.264, -1.731], [1.018, -0.939, 0.312], [0.202, -1.906, 0.433], [-0.900, -2.215, 1.624], [-2.175, -1.597, 1.128], [-2.364, -1.234, -0.237], [-3.460, -0.645, -0.552], [-4.649, -0.879, 0.237], [-5.844, -0.299, -0.299], [-6.977, -0.835, 0.396], [-7.068, -1.123, 1.681], [-5.868, -1.449, 2.002], [-4.603, -1.527, 1.538], [-3.283, -1.757, 1.952], [-3.284, -2.320, 3.069], [-5.692, -2.035, 3.223], [-7.870, -1.261, 2.145], [-8.011, -0.216, 0.010], [-5.950, 0.003, -1.524], [-1.603, -0.972, -0.953], [-0.376, -1.279, 2.919], [0.099, -0.036, 2.150], [-0.956, 1.041, 1.767], [-0.608, 2.118, 1.190], [0.113, 2.133, -0.108], [-0.925, 1.818, -1.270], [-0.122, 1.721, -2.423], [1.156, 1.857, -2.824], [1.851, 2.335, -1.834], [1.427, 2.313, -0.460], [1.757, 2.701, 0.347], [2.782, 2.533, -1.917], [1.532, 1.597, -4.192], [2.560, 0.261, -4.050], [2.242, -0.252, -3.530], [2.336, 2.300, -4.397], [0.916, 1.325, -4.857], [-1.027, 1.012, -3.317], [-1.956, 1.551, -1.143], [-0.108, 2.731, 1.884], [-1.623, 2.776, 1.318], [1.220, -0.069, 1.254], [0.609, 0.784, 3.054], [0.416, -1.740, 3.354], [-1.391, -0.828, 3.564], [-1.005, -3.188, 1.809], [0.123, -2.670, -0.287]], "nbo_charge": [-0.6003, 0.6558, -0.4594, -0.2617, 0.2741, -0.0604, -0.5514, -0.1127, 0.2094, -0.2291, 0.2520, 0.1448, 0.2093, 0.1496, 0.1841, 0.1851, 0.1577, -0.2121, -0.1999, -0.2366, 0.2746, -0.4417, 0.3235, -0.2844, -0.1197, -0.2677, -0.0673, -0.1986, 0.5158, -0.6144, 0.1950, 0.2180, 0.1918, 0.2584, 0.2287, -0.4283, 0.3680, -0.5464, -0.0898, 0.0109, -0.2828, 0.0324, -0.2011, -0.1225, -0.2463, 0.2097, 0.2036, -0.0324, -0.7384, 0.4354, 0.2089, 0.1934, 0.1177, 0.2332, 0.1469, 0.1986, -0.5009, 0.1721, 0.2239, 0.2814, 0.2190, 0.2234]}

***

# 2
{"formula": "CH2ClF", "method": "the ωB97M-V functional and the def2-TZVPD basis", "de_lowest_ev": 4.530, "spin_multiplicity": 1, "orbital_gap_ev": [10.56, 8.82], "molar_mass_g_mol": 68.478, "elements": ["C", "F", "Cl", "H", "H"], "coordinates": [[-0.170, -0.031, -0.257], [-0.304, 1.200, 0.117], [-1.475, -0.983, 0.324], [2.003, 0.016, 1.132], [-0.054, -0.202, -1.316]], "nbo_charge": [0.1867, -0.3123, -0.0201, -0.0127, 0.1584]}

***

# 3
{"formula": "C26H55BN2O14P3S", "method": "the ωB97M-V functional and the def2-TZVPD basis", "spin_multiplicity": 1, "orbital_gap_ev": 3.64, "molar_mass_g_mol": 755.527, "charge": -1, "elements": ["C", "C", "C", "N", "C", "S", "O", "B", "C", "C", "C", "C", "N", "O", "C", "C", "C", "C", "C", "C", "C", "C", "C", "H", "H", "H", "H", "H", "H", "H", "H", "H", "H", "H", "H", "H", "H", "H", "H", "H", "H", "H", "H", "H", "H", "H", "H", "H", "H", "H", "H", "C", "O", "P", "O", "O", "C", "O", "C", "H", "H", "H", "H", "H", "H", "H", "H", "H", "C", "O", "P", "O", "O", "C", "O", "C", "H", "H", "H", "H", "H", "H", "H", "H", "H", "C", "O", "P", "O", "O", "C", "O", "C", "H", "H", "H", "H", "H", "H", "H", "H", "H"], "coordinates": [[-3.543, 2.920, -2.508], [-2.401, 4.033, -2.039], [-2.990, 5.496, -1.526], [-1.070, 3.704, -2.137], [-0.661, 2.684, -1.098], [-1.717, 2.921, 0.477], [-0.643, 1.287, -1.643], [0.412, 0.581, -0.839], [0.776, -0.980, -1.205], [-0.512, -1.980, -1.362], [-1.500, -2.058, -0.057], [-2.824, -1.046, -0.167], [-2.816, -0.239, 1.132], [1.516, 1.603, -0.906], [0.865, 2.876, -0.448], [1.684, 4.263, -0.776], [2.490, 4.760, 0.567], [3.938, 5.526, 0.324], [4.803, 5.997, 1.634], [4.321, 5.772, 3.211], [2.868, 5.041, 3.426], [2.263, 4.801, 4.944], [1.992, 4.562, 2.123], [-3.140, 2.160, -3.301], [-3.931, 2.326, -1.552], [-4.458, 3.528, -2.914], [-2.943, 5.462, -0.342], [-2.332, 6.393, -1.928], [-4.120, 5.599, -1.895], [-1.174, 4.061, 1.130], [0.068, 0.489, 0.303], [1.590, -1.444, -0.468], [1.316, -0.962, -2.270], [-0.078, -3.079, -1.518], [-1.165, -1.762, -2.321], [-1.963, -3.155, -0.030], [-0.942, -1.932, 0.979], [-3.829, -1.625, -0.336], [-2.645, -0.286, -1.039], [-3.403, 0.616, 1.007], [-1.831, 0.064, 1.304], [0.641, 2.592, 0.683], [2.523, 3.969, -1.573], [1.047, 5.105, -1.282], [4.370, 5.743, -0.762], [5.847, 6.542, 1.480], [4.955, 6.150, 4.122], [3.026, 4.209, 5.646], [1.191, 4.298, 4.949], [2.146, 5.877, 5.421], [0.942, 4.035, 2.320], [-0.281, -1.798, 7.885], [-0.298, -0.464, 7.418], [0.214, -0.148, 5.796], [-0.433, 1.239, 5.891], [-0.873, -1.258, 5.225], [-2.261, -1.052, 5.404], [0.725, 0.168, 4.174], [-0.194, 0.670, 3.224], [0.206, -1.826, 8.861], [-1.314, -2.136, 8.005], [0.244, -2.467, 7.198], [-2.487, -0.193, 6.039], [-2.683, -1.949, 5.864], [-2.729, -0.912, 4.427], [-0.645, 1.613, 3.552], [-0.976, -0.066, 3.009], [0.344, 0.865, 2.295], [4.851, -5.822, -1.718], [4.150, -4.614, -1.496], [4.994, -3.289, -0.772], [3.862, -2.358, -1.222], [6.166, -3.384, -1.937], [5.843, -3.145, -3.293], [5.838, -1.964, -0.048], [6.048, -0.771, -0.780], [4.249, -6.655, -1.349], [4.989, -5.949, -2.796], [5.825, -5.829, -1.222], [4.770, -3.030, -3.462], [6.202, -3.990, -3.884], [6.361, -2.244, -3.628], [5.106, -0.334, -1.125], [6.716, -0.947, -1.630], [6.530, -0.047, -0.122], [-3.808, -1.166, -4.389], [-3.196, -2.388, -4.024], [-4.132, -3.554, -3.155], [-3.074, -4.612, -3.489], [-5.299, -3.509, -4.327], [-5.000, -3.928, -5.645], [-5.068, -4.721, -2.285], [-5.368, -5.972, -2.874], [-3.145, -0.342, -4.116], [-3.941, -1.155, -5.474], [-4.776, -1.030, -3.901], [-3.940, -4.141, -5.795], [-5.300, -3.133, -6.332], [-5.584, -4.822, -5.875], [-4.462, -6.514, -3.162], [-6.025, -5.848, -3.742], [-5.899, -6.577, -2.138]], "lowdin_charge": [-0.0746, -0.3338, -0.0843, 0.0395, -0.5825, 0.7469, -0.0524, -0.7975, -0.1276, -0.2156, -0.1828, -0.2595, -0.0567, -0.0729, -0.2656, -0.0993, -0.1106, -0.0503, -0.0950, -0.0588, -0.1959, -0.1307, 0.0168, 0.0781, 0.0806, 0.0638, 0.0679, 0.0855, 0.0738, -0.0883, 0.0758, 0.1027, 0.1078, 0.1064, 0.0991, 0.0955, 0.1165, 0.0925, 0.0954, 0.0278, -0.0029, 0.0775, 0.1318, 0.1096, 0.0879, 0.0678, 0.0747, 0.0861, 0.0822, 0.0735, 0.0794, -0.1584, -0.2706, 0.7881, -0.2917, -0.3056, -0.1177, -0.3068, -0.1379, 0.0791, 0.0843, 0.0815, 0.0890, 0.0810, 0.0879, 0.0838, 0.0605, 0.0699, -0.1555, -0.2566, 0.7994, -0.2551, -0.3150, -0.1210, -0.3201, -0.1336, 0.0824, 0.0850, 0.0793, 0.0950, 0.0808, 0.0874, 0.0944, 0.0734, 0.0895, -0.1379, -0.2572, 0.7900, -0.2814, -0.3113, -0.1239, -0.3204, -0.1458, 0.0799, 0.0861, 0.0856, 0.0928, 0.0827, 0.0847, 0.0849, 0.0740, 0.0854]}

***

# 4
{"formula": "C27H27BrKN3OSi", "method": "the ωB97M-V functional and the def2-TZVPD basis", "de_lowest_ev": 0.000, "spin_multiplicity": 1, "orbital_gap_ev": 4.02, "molar_mass_g_mol": 556.621, "elements": ["K", "C", "Si", "C", "C", "N", "C", "C", "C", "C", "C", "C", "O", "C", "C", "C", "C", "C", "C", "H", "H", "H", "H", "H", "H", "H", "H", "H", "H", "H", "H", "H", "H", "H", "H", "H", "H", "Br", "C", "C", "C", "C", "C", "C", "N", "C", "C", "C", "C", "C", "C", "N", "H", "H", "H", "H", "H", "H", "H", "H", "H"], "coordinates": [[0.460, 0.726, -0.297], [-2.254, 0.328, -4.872], [-2.259, 1.187, -3.223], [-0.782, 2.338, -3.080], [-3.888, 2.109, -3.208], [-1.990, 0.216, -1.840], [-2.867, -0.708, -1.432], [-4.024, -1.104, -2.190], [-4.993, -1.910, -1.639], [-4.802, -2.542, -0.403], [-3.597, -2.391, 0.245], [-2.635, -1.496, -0.246], [-1.485, -1.230, 0.506], [-1.134, -2.191, 1.492], [-1.326, -1.834, 2.816], [-1.019, -2.785, 3.808], [-0.513, -4.039, 3.459], [-0.394, -4.385, 2.089], [-0.738, -3.469, 1.111], [-2.276, 1.122, -5.685], [-3.115, -0.347, -5.050], [-1.322, -0.275, -4.980], [-0.730, 3.166, -3.809], [0.154, 1.777, -3.224], [-0.811, 2.815, -2.112], [-3.689, 3.045, -3.786], [-4.265, 2.373, -2.195], [-4.684, 1.556, -3.757], [-4.119, -0.735, -3.200], [-5.933, -2.054, -2.199], [-5.589, -3.192, -0.016], [-3.355, -3.004, 1.105], [-1.799, -0.872, 3.086], [-1.169, -2.509, 4.882], [-0.218, -4.799, 4.198], [-0.098, -5.410, 1.808], [-0.745, -3.764, 0.059], [3.674, -2.734, 6.137], [3.422, -1.637, 4.621], [4.062, -0.389, 4.595], [3.912, 0.463, 3.516], [3.122, 0.090, 2.389], [2.479, -1.178, 2.464], [2.614, -2.042, 3.559], [2.891, 0.899, 1.267], [3.648, 1.935, 1.040], [3.493, 2.808, -0.105], [4.433, 3.892, -0.169], [4.424, 4.752, -1.249], [3.512, 4.485, -2.294], [2.588, 3.441, -2.121], [2.581, 2.608, -1.080], [4.750, -0.146, 5.416], [4.367, 1.451, 3.553], [1.814, -1.461, 1.662], [2.137, -3.025, 3.606], [4.476, 2.204, 1.705], [5.084, 3.984, 0.706], [5.157, 5.564, -1.315], [3.486, 5.095, -3.206], [1.877, 3.230, -2.921]], "nbo_charge": [0.9477, -1.1512, 1.8161, -1.1247, -1.1459, -1.2070, 0.1640, -0.3030, -0.2078, -0.3049, -0.2861, 0.2494, -0.5824, 0.3720, -0.2930, -0.2024, -0.2523, -0.1928, -0.2972, 0.2252, 0.2370, 0.2305, 0.2232, 0.2119, 0.2180, 0.2203, 0.2404, 0.2358, 0.1969, 0.1993, 0.2029, 0.2053, 0.2364, 0.2216, 0.2211, 0.2191, 0.2423, 0.0768, -0.0833, -0.2358, -0.2293, 0.1765, -0.2095, -0.2216, -0.4601, 0.1125, 0.1104, -0.2084, -0.1715, -0.2280, 0.0470, -0.4394, 0.2327, 0.2082, 0.2206, 0.2475, 0.1664, 0.2193, 0.2309, 0.2343, 0.2179]}